Entry 1:
Formula: C6H15NO
Source: the OMol25 dataset
Level of theory: ωB97M-V with the def2-TZVPD basis set

## Properties
Calculated total energy = -9987.489 eV
E_HOMO = -7.042 eV
HOMO-LUMO gap = 4.55 eV
Largest force on an atom = 0.11104 hartree/bohr

Structure (XYZ):
```
23
Properties=species:S:1:pos:R:3:forces:R:3
C 0.876579 0.994788 0.624548 -2.87 3.77 -3.18
H -0.603878 0.651633 -0.842990 0.55 -0.14 1.02
C 0.882135 -1.841907 -1.096793 -1.12 1.09 1.51
C -0.007295 -1.245549 0.071146 -0.63 0.21 -2.38
N 0.233906 -2.251094 -2.446159 1.68 2.20 0.24
H -0.498900 -1.893902 0.786737 0.34 -0.37 -0.14
H 1.729975 0.879283 0.036562 2.03 -0.56 -0.11
H 0.533103 2.113887 0.731897 1.29 -1.82 0.45
H -0.913391 -1.477341 -2.189951 -0.94 0.54 -0.64
H -1.901281 -0.087985 1.607056 -0.35 0.70 -0.23
H 0.965961 0.732360 1.732238 0.24 0.60 1.01
C -0.350198 0.233736 0.186283 1.67 0.30 0.41
H 1.344098 -2.737355 -0.705453 -0.04 -0.36 -0.10
H 0.072808 -0.103971 -2.978350 1.03 3.28 2.05
H -2.039154 1.461674 0.666086 -0.10 0.00 0.50
C -1.363417 0.811950 1.227030 -1.15 -2.84 -0.23
H 1.714747 -1.124950 -1.365293 -0.96 -0.56 0.20
O -0.251930 2.621832 2.927460 0.67 -1.26 -2.35
C -0.157563 -1.074814 -3.115743 0.27 -4.70 0.38
H -0.914061 1.313167 2.136017 -0.32 0.15 -0.89
H -0.197868 -1.139184 -4.180594 -1.31 -0.94 -0.76
H -0.230395 2.889006 3.804071 0.06 0.90 2.59
H 1.076018 0.274736 2.384195 -0.02 -0.19 0.64
```
Positions in Å, forces in eV/Å.

These are the Mulliken partial charges, in e, on atoms 1 to 2:
1 C -0.724
2 H 0.067

---

Entry 2:
Formula: C29H48BrNOP2Pt
Source: the OMol25 dataset
Level of theory: ωB97M-V with the def2-TZVPD basis set

## Properties
Net charge = +2
Calculated total energy = -126235.582 eV
Spin multiplicity = 3
E_HOMO (alpha / beta) = -13.444 / -13.506 eV
HOMO-LUMO gap (alpha / beta) = 5.33 / 4.40 eV
Largest force on an atom = 0.07561 hartree/bohr

Structure (XYZ):
```
83
Properties=species:S:1:pos:R:3:forces:R:3
C 4.710900 1.478105 -1.279068 0.06 0.96 -0.75
H 3.338415 -2.714561 -1.093608 -0.18 0.57 0.21
C -0.068788 -3.578759 -3.264875 -0.22 -0.17 0.62
C -0.537496 -3.232695 -4.657683 0.14 -0.31 -0.51
H -1.759276 -0.659469 2.470406 -0.20 0.10 0.15
C 3.187621 -1.775649 -0.523660 -1.50 -0.38 0.24
P 2.587337 -0.445440 -1.707595 2.05 -0.27 -0.44
H 5.462997 0.860289 -0.773666 -0.21 0.11 0.10
H 0.437133 1.315255 -4.603448 0.03 0.54 -0.11
C -1.263185 -4.461851 -0.290633 -0.29 0.01 -0.02
H 4.885931 -2.396848 -2.160853 0.06 0.17 -0.34
H -3.595847 2.050705 -2.339007 0.74 0.60 0.01
H 2.381242 2.296999 -0.879418 -1.28 1.20 -0.34
C -5.154884 3.819460 -3.476764 0.53 -0.19 0.13
C -4.384130 2.822429 -4.140532 -0.87 -0.24 -0.74
H 0.726481 -3.630436 -0.473703 -0.12 0.08 0.06
H 4.955020 1.453112 -2.349208 -0.22 -0.09 0.27
C -2.080193 1.698540 -3.830228 -1.87 -0.06 0.09
C 0.348102 1.544606 -3.544190 -0.09 2.57 1.03
H -3.430774 -0.356011 -1.132268 0.13 -0.27 0.09
H -1.316901 -5.131422 -1.153389 0.08 0.13 0.12
C -3.319581 2.124992 -3.395287 -0.39 0.00 -0.64
H -1.209583 -0.460797 4.805280 0.04 -0.01 -0.03
H 1.018429 -3.704857 -3.212175 -0.09 -0.05 -0.05
H -2.482597 0.728802 5.082944 0.06 -0.10 -0.09
H -2.001819 2.795371 -1.262354 0.65 -0.15 -0.29
Br 0.872069 0.530585 0.789911 -0.77 -0.27 0.29
C -1.705207 0.409507 4.382806 -0.47 0.59 -0.33
H 3.201176 -1.236680 -3.866529 0.15 -0.03 0.06
C 0.135788 2.742565 -0.952449 -0.49 -0.81 0.00
C 3.812074 -0.734991 -3.103281 -1.32 0.21 -0.64
H -1.590566 -3.469486 -4.807495 0.01 0.11 0.03
H -0.374958 -2.178597 -4.899278 0.03 0.03 -0.07
H -0.685905 2.291089 4.936331 0.06 -0.11 -0.06
C -0.967127 1.896770 -2.966475 1.20 -0.88 0.16
H -0.402792 -2.548287 0.337847 0.03 -0.21 0.02
C 1.492672 1.900777 -2.753802 -1.23 -0.53 -1.87
H -0.523423 -4.496075 -2.876715 0.16 -0.05 -0.38
H -5.916328 3.236532 -7.159797 0.06 0.21 0.37
C 3.300938 1.092650 -0.915862 1.98 -2.93 1.08
P -0.449431 -2.310576 -2.033081 -0.42 -1.41 -0.22
C 5.062045 -1.561455 -2.846428 0.42 -0.28 0.22
H -2.744940 -2.757751 -2.353107 -0.09 0.30 -0.12
H -2.307618 -1.147957 -3.000638 -0.13 -0.25 -0.07
C -2.696032 -1.129910 -0.872736 -0.26 0.35 0.48
H 3.175640 0.975317 0.180002 0.01 0.45 -0.92
H 4.885174 2.534134 -1.004485 -0.01 -0.40 0.21
H 4.361366 -0.401718 0.721952 0.07 -0.44 0.09
Pt 0.427623 -0.418890 -2.830569 2.22 -0.55 3.15
C -5.639413 3.439662 -6.119714 0.48 -0.65 0.00
C -2.201903 -1.825694 -2.141433 0.19 -0.10 -0.15
H 2.455568 1.920925 -3.241127 0.26 -0.37 0.04
N -6.237688 4.455640 -5.512099 0.11 0.14 0.04
C 4.402417 -1.432923 0.355432 0.33 -0.12 0.02
H 4.046802 0.241186 -3.547551 -0.05 -0.29 0.08
C -0.310823 -3.268457 -0.485120 0.71 0.54 0.48
H -3.393151 -0.178462 3.069458 0.54 0.11 -0.08
H 5.374521 -1.581254 -0.149155 -0.59 0.11 0.16
H 2.324889 -1.950160 0.136351 0.25 -0.05 -0.09
H 0.242602 1.221012 3.861097 0.17 -0.05 0.20
H -1.895996 -0.616466 -0.310398 -0.23 -0.18 -0.20
C -5.971067 4.669630 -4.223003 -0.26 -0.25 -0.08
H 0.040137 3.208606 0.023780 0.10 0.01 -0.14
H 5.897015 -0.984053 -2.422087 -0.32 -0.09 -0.29
C -1.037102 2.474831 -1.682707 0.44 0.33 -0.09
H -0.576735 2.529348 2.102991 -0.17 -0.03 0.44
H -2.285518 -4.157187 -0.046031 0.18 0.10 -0.11
C 1.386713 2.334667 -1.440178 -0.78 1.35 0.19
O -2.257086 1.338127 2.213340 0.40 -0.41 0.87
C -4.673477 2.625062 -5.508364 0.00 0.43 0.18
H 0.039757 -3.827111 -5.368504 -0.18 0.14 -0.13
H -4.178330 1.862927 -6.112308 -0.08 0.18 0.28
C -2.331315 0.124263 3.003305 -0.02 0.06 -0.19
H 4.383946 -2.104004 1.230622 0.01 0.28 -0.36
H -5.107212 3.978106 -2.393974 0.28 -0.09 -0.40
H -0.910712 -5.064487 0.555268 0.01 0.21 -0.20
C -1.338806 2.250280 2.851457 -0.63 0.70 -0.02
H -1.901245 3.163224 3.133883 0.22 -0.39 -0.26
H -6.476424 5.541772 -3.780572 0.30 -0.58 -0.04
H -3.198497 -1.832957 -0.190892 0.27 0.23 -0.22
H 5.368812 -2.008989 -3.800157 0.12 0.25 0.25
C -0.752903 1.588529 4.106331 -0.05 -0.36 -0.63
H -1.866167 1.285683 -4.829883 -0.32 1.01 0.19
```
Positions in Å, forces in eV/Å.

These are the Mulliken partial charges, in e, on atoms 1 to 2:
1 C -1.366
2 H 0.743

---

Entry 3:
Formula: C16H18N6O2
Source: the OMol25 dataset
Level of theory: ωB97M-V with the def2-TZVPD basis set

## Properties
SMILES string = COc1ccc(/C=N/n2c(=O)c(C(C)(C)C)nn3cnnc23)cc1
Calculated total energy = -29913.823 eV
E_HOMO = -8.236 eV
HOMO-LUMO gap = 7.47 eV
Largest force on an atom = 0.09315 hartree/bohr

Structure (XYZ):
```
42
Properties=species:S:1:pos:R:3:forces:R:3
C 1.024034 2.879237 -3.182483 0.06 2.50 -1.92
C 0.553508 -7.386084 0.371228 -1.72 0.05 -0.12
H 0.737895 -7.009650 -0.646588 0.71 0.17 0.72
N 1.225991 0.846193 -2.587086 -1.42 -0.55 0.51
C 0.009692 -5.105784 1.067968 -0.20 -0.83 -1.29
H -0.275211 4.167457 3.097195 -0.50 0.95 -0.95
H -0.621363 -2.520532 3.091763 0.08 -0.37 -0.63
C 0.239016 -0.876536 1.171830 1.67 4.44 -0.64
C 0.779437 -2.951074 0.006188 0.29 -2.64 1.30
H 1.966605 5.925905 2.377106 0.44 1.58 0.66
H 0.289863 -0.446559 2.180698 -0.39 0.07 -0.19
N 0.491509 -0.097383 0.116566 -0.41 -3.40 0.27
C 0.965584 1.576864 -1.546693 0.77 -2.46 1.85
N 1.127273 1.706943 -3.664514 0.92 -0.89 0.04
C 0.834927 -4.411162 0.153083 -0.72 0.90 -1.59
H -1.580553 4.664426 1.921559 0.52 -0.30 -0.08
H -0.766197 5.893513 2.739229 0.63 0.29 0.17
O 0.669848 2.034768 1.933406 -0.33 0.60 -1.64
H 0.998823 3.752734 -3.827049 -0.07 0.05 0.54
H 1.307471 -5.006743 -0.618434 0.29 0.23 0.02
H 2.647131 4.826920 1.217753 1.00 -0.07 -0.25
O -0.327116 -6.494526 1.130323 1.45 1.12 -1.35
C -0.573853 4.919007 2.304593 -0.19 -1.39 -0.48
N 0.976937 2.894934 -1.830979 -0.66 0.41 1.03
C 0.401292 6.264219 0.378405 -1.58 -2.51 0.18
H -1.181710 -4.899605 2.706417 -1.16 -0.77 1.43
N 0.822793 3.966136 -0.985308 -0.23 -0.05 -0.01
C -0.293096 -3.064374 2.184006 -2.25 1.50 1.00
H 1.959713 4.239287 2.819055 -0.24 0.83 -1.74
N 0.776613 1.184542 -0.181505 -0.39 2.78 0.48
C 0.168674 -2.331609 1.126981 1.99 1.24 -2.97
H -0.593259 6.262915 -0.009963 -0.70 0.42 -0.49
H 0.080572 -8.350857 0.161802 -0.85 0.34 0.33
C 0.690022 2.314897 0.727157 0.38 -2.92 3.21
C 1.876650 4.980509 1.937416 -0.41 -1.64 1.31
C 0.689040 3.717935 0.278481 -0.92 0.73 -2.14
H 0.537812 7.022247 1.034327 -0.26 2.45 2.55
H 1.322580 -7.690609 1.043988 1.42 0.44 -0.11
H 1.067830 6.568205 -0.346180 1.71 -0.55 -2.04
C 0.537634 4.973266 1.185041 0.71 -1.29 1.04
C -0.664158 -4.358327 1.992356 1.63 -0.34 0.70
H 1.325183 -2.356209 -0.803703 -1.07 -1.12 1.30
```
Positions in Å, forces in eV/Å.

These are the Mulliken partial charges, in e, on atoms 1 to 2:
1 C 0.008
2 C -0.710